Formula: C3H10N4
Source: OMol25
Level of theory: ωB97M-V/def2-TZVPD

Geometry (Å):
C (3.65, -0.62, 1.21)
C (4.54, 0.92, -0.37)
C (4.87, -1.58, -0.67)
N (2.93, 0.05, 1.99)
N (4.23, -0.39, 0.05)
N (4.10, 1.89, 0.26)
N (-10.30, 0.58, 0.07)
H (3.47, -1.68, 1.32)
H (5.05, 0.89, -1.33)
H (4.03, 2.91, 0.16)
H (5.89, -1.72, -0.43)
H (4.17, -2.34, -0.39)
H (4.80, -1.30, -1.75)
H (-10.37, 1.06, -0.83)
H (-9.72, 1.07, 0.73)
H (-10.06, -0.36, -0.41)
H (-11.29, 0.62, 0.38)

Its spin multiplicity is 1. For the highest occupied orbital energy (spin up / spin down), the calculation gives -16.622 / -16.539 eV. For the largest force on an atom, the calculation gives 3.72 eV/Å. Its net charge is +2.


Formula: C31H46O29
Source: OMol25
Level of theory: ωB97M-V/def2-TZVPD

Geometry (Å):
C (-11.31, 18.22, -42.94)
C (-12.06, 16.90, -42.83)
O (-11.27, 15.76, -43.06)
H (-11.93, 19.06, -42.65)
H (-10.84, 18.32, -43.92)
H (-10.45, 18.15, -42.28)
H (-13.00, 16.94, -43.37)
H (-12.37, 16.88, -41.79)
C (-15.53, 16.24, -41.07)
C (-14.98, 15.07, -40.26)
O (-15.46, 15.09, -38.94)
H (-15.19, 16.19, -42.11)
H (-15.27, 17.25, -40.75)
H (-16.62, 16.24, -41.10)
H (-13.89, 15.13, -40.36)
H (-15.37, 14.22, -40.81)
C (-14.47, 13.93, -44.73)
C (-13.65, 14.92, -45.53)
O (-13.91, 14.50, -46.82)
C (-14.86, 13.61, -46.90)
O (-15.22, 13.05, -48.00)
O (-15.34, 13.35, -45.68)
H (-15.06, 14.46, -43.97)
H (-13.75, 13.20, -44.37)
H (-12.57, 14.88, -45.44)
H (-14.04, 15.92, -45.29)
C (-12.89, 11.76, -41.23)
C (-11.76, 12.63, -41.75)
O (-10.71, 11.67, -41.99)
C (-11.26, 10.37, -42.01)
O (-10.67, 9.38, -42.39)
O (-12.56, 10.48, -41.71)
H (-13.80, 12.19, -41.64)
H (-13.04, 11.91, -40.16)
H (-11.41, 13.41, -41.08)
H (-11.89, 13.21, -42.66)
C (-13.82, 20.95, -45.00)
C (-14.63, 20.12, -43.98)
O (-15.95, 20.56, -44.25)
C (-16.01, 21.31, -45.33)
O (-17.05, 21.73, -45.90)
O (-14.81, 21.47, -45.87)
H (-13.09, 20.38, -45.58)
H (-13.39, 21.71, -44.36)
H (-14.35, 20.40, -42.97)
H (-14.44, 19.06, -44.14)
C (-11.86, 15.31, -38.01)
C (-10.57, 15.23, -38.81)
O (-9.76, 16.14, -37.99)
C (-10.18, 16.20, -36.72)
O (-9.51, 16.64, -35.77)
O (-11.35, 15.52, -36.72)
H (-12.30, 14.32, -38.12)
H (-12.50, 16.15, -38.28)
H (-10.57, 15.67, -39.80)
H (-10.28, 14.20, -39.04)
C (-10.47, 17.19, -46.58)
C (-11.73, 18.06, -46.87)
O (-11.13, 19.31, -46.97)
C (-9.85, 19.14, -47.42)
O (-9.08, 20.08, -47.68)
O (-9.57, 17.87, -47.40)
H (-10.66, 16.16, -46.88)
H (-10.11, 17.15, -45.56)
H (-12.35, 18.14, -45.98)
H (-12.25, 17.74, -47.77)
C (-8.93, 21.88, -44.57)
C (-8.16, 20.56, -44.66)
O (-8.42, 19.89, -43.51)
C (-8.98, 20.61, -42.60)
O (-9.24, 20.30, -41.48)
O (-9.21, 21.78, -43.16)
H (-9.84, 21.75, -45.16)
H (-8.33, 22.75, -44.82)
H (-7.08, 20.70, -44.76)
H (-8.53, 19.92, -45.47)
C (-7.52, 16.92, -42.58)
C (-7.26, 15.40, -42.59)
O (-6.84, 15.17, -41.28)
C (-6.52, 16.35, -40.66)
O (-5.90, 16.43, -39.55)
O (-6.84, 17.37, -41.44)
H (-8.57, 17.19, -42.52)
H (-7.14, 17.41, -43.48)
H (-6.49, 15.18, -43.32)
H (-8.24, 14.98, -42.81)
C (-11.32, 19.91, -38.49)
C (-12.14, 19.07, -39.46)
O (-13.19, 19.91, -39.72)
C (-13.36, 20.72, -38.69)
O (-14.31, 21.49, -38.48)
O (-12.31, 20.65, -37.90)
H (-10.50, 20.43, -38.98)
H (-10.71, 19.24, -37.88)
H (-12.54, 18.19, -38.97)
H (-11.50, 18.75, -40.28)
C (-9.31, 13.01, -44.27)
C (-9.20, 14.11, -45.33)
O (-9.63, 13.53, -46.55)
C (-9.48, 12.17, -46.45)
O (-9.73, 11.39, -47.39)
O (-9.15, 11.88, -45.13)
H (-10.31, 13.12, -43.84)
H (-8.50, 13.09, -43.56)
H (-8.21, 14.53, -45.50)
H (-9.79, 15.01, -45.17)

Its spin multiplicity is 2. For the highest occupied orbital energy (spin up / spin down), the calculation gives -5.858 / -5.858 eV. For the largest force on an atom, the calculation gives 6.39 eV/Å. As for the expectation value of S²: 0.754. Its net charge is -1.


Formula: C6H12O
Source: OMol25
Level of theory: ωB97M-V/def2-TZVPD

Geometry (Å):
C (0.26, 1.46, 0.22)
C (-1.24, 1.18, 0.21)
C (-1.51, -0.24, -0.29)
C (-0.54, -1.15, 0.48)
C (0.93, -0.73, 0.45)
C (1.62, -0.83, -0.88)
O (1.60, -0.63, 1.48)
H (0.88, 0.80, 0.89)
H (0.55, 2.31, 0.82)
H (0.66, 1.57, -0.80)
H (-1.63, 1.28, 1.23)
H (-1.78, 1.93, -0.40)
H (-1.35, -0.32, -1.37)
H (-2.56, -0.55, -0.11)
H (-0.53, -2.17, 0.08)
H (-0.82, -1.19, 1.54)
H (2.46, -0.14, -0.97)
H (0.98, -0.76, -1.77)
H (2.02, -1.85, -0.82)

Its spin multiplicity is 1. For the highest occupied orbital energy, the calculation gives -9.363 eV. For the largest force on an atom, the calculation gives 2.63 eV/Å. As for the structure (SMILES): CCCCC(C)=O. Its net charge is 0.